Here is a structure of composition C57H38AlClF4NO22S from the Open Molecules 2025 dataset. Energies are from the ωB97M-V functional and the def2-TZVPD basis.

Results
HOMO level, eV: -6.1
Maximum force, eV Å⁻¹: 5.4
Orbital gap, eV: 5.5
LUMO level, hartree: -0.0254
Net charge: -1

```
125
Properties=species:S:1:pos:R:3:forces:R:3
O -2.108245 -2.691596 -3.779744 5.25 1.30 0.25
C -0.995511 -2.196702 -3.514052 -3.64 -0.32 0.01
F 0.250530 -2.882068 -3.714045 -2.91 1.77 0.50
N -0.879250 -0.839422 -2.901748 0.71 -3.17 -0.30
C -0.723088 -1.101463 -1.441814 -0.16 -2.43 1.14
O -0.966224 -2.269099 -1.023389 0.95 3.39 -1.65
Al -0.071162 0.395949 -0.158331 -1.71 -1.51 1.39
Cl 0.409350 -0.635226 1.809673 0.06 0.68 -1.27
S 1.779984 1.388933 -1.141980 -0.92 2.59 -3.75
O 2.010536 0.905152 -2.570008 0.31 0.56 3.49
O 1.509073 2.896429 -1.091548 1.03 -3.24 0.45
C 3.272187 1.114712 -0.034407 2.23 0.88 1.32
F 4.290012 2.045234 -0.389655 -1.97 -2.36 0.88
F 2.864787 1.450003 1.293657 1.24 -1.19 -3.15
F 3.805947 -0.193264 -0.092610 -1.29 3.17 0.39
H -1.711387 -0.272675 -3.124902 0.39 -0.44 0.17
H -1.304094 1.404695 -0.027606 1.48 -1.32 0.18
C -4.092180 5.552739 0.997078 0.26 -0.11 0.10
C -3.103052 4.662524 0.905987 -0.14 0.27 0.21
C -3.076478 3.654624 -0.174999 0.17 -0.35 -0.01
O -2.176217 2.841032 -0.260463 -1.00 2.03 -0.23
C -4.186030 3.671491 -1.151493 -0.46 0.09 -0.12
C -5.175046 4.562646 -1.060174 0.18 -0.18 -0.07
C -5.202126 5.570643 0.020582 -0.30 0.23 -0.03
O -6.103979 6.385788 0.103510 0.18 -0.15 0.01
H -4.128279 6.297584 1.782318 -0.04 0.01 -0.03
H -2.281985 4.636256 1.611870 0.01 -0.05 -0.04
H -4.149752 2.927394 -1.936153 0.03 -0.02 0.10
H -5.995734 4.589182 -1.766450 -0.01 0.03 0.03
C 5.260667 -3.518296 -6.615648 -0.21 0.01 -0.28
C 4.063287 -3.086676 -7.011983 0.21 -0.18 -0.11
C 3.174370 -2.338532 -6.095772 -0.45 0.15 0.10
O 2.076406 -1.944221 -6.458214 0.47 -0.21 0.15
C 3.666861 -2.087930 -4.725656 0.06 0.08 0.33
C 4.865226 -2.519651 -4.329255 -0.24 0.12 -0.01
C 5.752701 -3.266556 -5.244453 0.36 -0.07 0.28
O 6.847401 -3.659565 -4.884626 -0.24 0.06 -0.16
H 5.923076 -4.067675 -7.273046 0.01 0.00 0.03
H 3.689195 -3.262522 -8.013133 0.07 -0.12 0.01
H 3.004298 -1.538166 -4.067259 -0.05 0.03 -0.01
H 5.239879 -2.344456 -3.328415 0.00 -0.01 -0.02
C 3.631470 -4.301251 3.787374 -0.20 0.11 -0.10
C 2.427095 -3.885399 3.392584 0.41 -0.05 -0.23
C 1.532115 -3.148950 4.310035 -0.31 0.12 -0.28
O 0.433049 -2.771296 3.952348 0.20 -0.33 0.37
C 2.023966 -2.889651 5.680404 0.08 0.07 0.15
C 3.228003 -3.305617 6.073849 -0.25 0.13 0.04
C 4.123039 -4.042343 5.156383 0.30 -0.17 -0.05
O 5.224965 -4.421004 5.516189 -0.19 0.08 0.00
H 4.299479 -4.842675 3.129339 0.02 0.01 0.03
H 2.052657 -4.066040 2.393670 -0.02 0.09 0.07
H 1.356411 -2.347890 6.340446 0.13 -0.18 -0.27
H 3.602995 -3.124750 7.073915 0.00 -0.02 0.00
C -5.124069 -0.343393 -7.327150 -0.16 0.03 -0.35
C -4.928242 -0.418716 -8.644245 -0.23 0.08 0.25
C -3.610868 -0.789984 -9.204003 0.17 -0.07 -0.40
O -3.431515 -0.856724 -10.406562 -0.09 0.03 0.27
C -2.520557 -1.075875 -8.247941 0.08 0.00 0.27
C -2.716370 -1.000727 -6.930651 0.28 -0.04 -0.21
C -4.033122 -0.629427 -6.370404 0.00 -0.05 0.62
O -4.213168 -0.561907 -5.169122 0.01 0.13 -0.44
H -6.081683 -0.072294 -6.900181 0.02 -0.01 0.04
H -5.716313 -0.213175 -9.358231 0.04 -0.01 -0.03
H -1.562937 -1.346846 -8.674772 -0.02 0.00 -0.02
H -1.928222 -1.206319 -6.216801 -0.05 -0.02 0.03
C 3.374247 0.826320 -11.429140 0.12 -0.26 -0.23
C 3.604326 -0.476040 -11.599221 0.03 0.28 -0.18
C 3.313303 -1.452038 -10.527525 0.02 -0.26 0.01
O 3.525139 -2.641938 -10.681199 -0.01 0.24 0.05
C 2.756604 -0.929636 -9.262207 -0.06 0.12 0.03
C 2.526360 0.373043 -9.091670 -0.01 -0.27 0.11
C 2.817093 1.349467 -10.162814 -0.13 0.46 0.18
O 2.605892 2.537891 -10.010007 0.08 -0.31 -0.11
H 3.581939 1.555274 -12.202552 -0.02 0.03 0.03
H 4.011147 -0.875624 -12.520094 -0.01 -0.03 0.02
H 2.548783 -1.658654 -8.488767 -0.17 0.23 -0.15
H 2.119490 0.771974 -8.170347 0.01 0.00 0.00
C -0.221589 4.646291 -4.343631 -0.09 -0.13 0.20
C -0.789402 3.777212 -3.505989 0.20 0.19 0.11
C -1.960254 2.973105 -3.914769 0.06 -0.22 0.24
O -2.479974 2.181220 -3.149723 0.11 0.04 -0.43
C -2.476699 3.166932 -5.286649 -0.06 0.12 -0.33
C -1.908929 4.035773 -6.123728 -0.27 -0.24 0.03
C -0.737313 4.840895 -5.715130 0.35 0.30 -0.13
O -0.217892 5.632777 -6.480091 -0.21 -0.18 0.12
H 0.635969 5.243840 -4.061116 0.00 -0.03 -0.02
H -0.422895 3.621737 -2.497563 0.06 -0.09 0.00
H -3.334550 2.568545 -5.568835 -0.01 -0.03 0.04
H -2.274631 4.190837 -7.131410 0.04 0.02 0.00
C -0.680622 -7.910393 2.961020 -0.20 -0.29 -0.04
C -1.845761 -8.460051 3.305055 0.30 -0.03 -0.17
C -2.791240 -7.757219 4.198353 -0.41 -0.09 0.13
O -3.854355 -8.259726 4.514363 0.26 0.08 -0.08
C -2.395966 -6.421809 4.693635 0.23 0.19 0.00
C -1.230633 -5.871749 4.349734 -0.26 0.08 0.24
C -0.285432 -6.574714 3.456713 0.33 0.25 -0.12
O 0.776711 -6.072750 3.141121 -0.36 -0.37 0.12
H 0.023914 -8.410975 2.308601 0.02 0.05 0.00
H -2.150864 -9.436825 2.950489 -0.04 0.02 0.02
H -3.100488 -5.921139 5.345813 -0.02 -0.03 -0.02
H -0.925533 -4.894567 4.704014 0.02 0.02 -0.09
C 0.031030 1.144208 9.960412 -0.35 -0.28 -0.13
C -0.027426 0.015209 9.251501 0.04 0.20 0.12
C 1.199979 -0.704045 8.851962 -0.19 -0.29 -0.23
O 1.147758 -1.733422 8.203291 0.04 0.36 0.60
C 2.495471 -0.125900 9.268915 0.22 0.20 0.14
C 2.554696 1.002072 9.977212 0.21 -0.18 -0.10
C 1.326667 1.721426 10.376902 -0.08 0.14 0.06
O 1.380579 2.751795 11.026466 0.40 -0.55 -0.26
H -0.859693 1.686671 10.262119 0.35 -0.16 -0.10
H -0.967406 -0.422134 8.938470 0.04 -0.01 -0.02
H 3.384485 -0.666264 8.968109 -0.02 -0.01 -0.02
H 3.495012 1.439218 10.289957 -0.02 0.02 0.00
C -2.956468 6.055656 12.690758 -0.21 -0.24 -0.15
C -3.015535 4.927597 11.982351 -0.22 0.19 0.12
C -1.787348 4.208232 11.582750 0.08 -0.17 -0.12
O -1.841190 3.178365 10.933544 -0.41 0.57 0.31
C -0.491697 4.785608 11.999422 0.38 0.29 0.14
C -0.433429 5.914710 12.708427 -0.06 -0.23 -0.14
C -1.660987 6.634172 13.108114 0.19 0.40 0.26
O -1.608969 7.663058 13.756557 -0.08 -0.25 -0.16
H -3.845497 6.595931 12.991371 0.03 0.02 0.01
H -3.955778 4.490360 11.669386 0.03 -0.02 -0.02
H 0.399169 4.243131 11.697723 -0.34 0.14 0.08
H 0.506551 6.352060 13.021435 -0.03 0.02 0.01
```
Positions in Å, forces in eV/Å.